{
  "formula": "C28H24FN4NbO4",
  "method": "ωB97M-V/def2-TZVPD",
  "species": ["Nb", "C", "C", "N", "C", "C", "N", "C", "O", "O", "C", "O", "O", "H", "H", "H", "H", "H", "F", "C", "C", "C", "C", "C", "C", "C", "H", "H", "H", "H", "H", "H", "N", "C", "C", "C", "C", "C", "C", "C", "H", "H", "H", "H", "C", "C", "C", "C", "C", "C", "C", "C", "N", "H", "H", "H", "H", "H", "H", "H", "H", "H"],
  "coordinates": [[10.1676, -14.3449, 0.0839], [13.6335, -14.7590, 2.3123], [12.3118, -14.6853, 2.9560], [11.1765, -14.4428, 2.3633], [10.1715, -14.1858, 3.3315], [10.8443, -14.3628, 4.5501], [12.1360, -14.7172, 4.2815], [10.3752, -14.0906, 5.9019], [9.1552, -13.5261, 6.0160], [11.0441, -14.4440, 6.8555], [8.8776, -13.8065, 2.8332], [8.0087, -13.3048, 3.5335], [8.7847, -13.9262, 1.4823], [13.5699, -14.5261, 1.1960], [14.0801, -15.7394, 2.4646], [14.3043, -14.0038, 2.7440], [12.8107, -14.9229, 5.0290], [8.6571, -13.3417, 5.1334], [5.4122, -9.4919, -0.1473], [6.1965, -10.5886, -0.3885], [5.6763, -11.8672, -0.0875], [6.4933, -12.9665, -0.3457], [7.7736, -12.8625, -0.9447], [8.4651, -14.0883, -1.4208], [8.2796, -11.5473, -1.1667], [7.5235, -10.3837, -0.8787], [4.6685, -11.9418, 0.2705], [6.1245, -13.9937, -0.2182], [9.1050, -13.9319, -2.3023], [7.8110, -14.9933, -1.4664], [9.2631, -11.4866, -1.6370], [7.9784, -9.4128, -1.0396], [11.0349, -21.1782, -2.3921], [10.9398, -20.1296, -1.9352], [10.8750, -18.8544, -1.3912], [9.7448, -18.4615, -0.7341], [9.6027, -17.1644, -0.2826], [10.6430, -16.2689, -0.4477], [11.8199, -16.6523, -1.0760], [11.9391, -17.9271, -1.5461], [8.9225, -19.1701, -0.5951], [8.6800, -16.9238, 0.2525], [12.5709, -15.9020, -1.2904], [12.8608, -18.2333, -2.0430], [11.0117, -10.7630, 1.0184], [12.3285, -11.1100, 0.4226], [13.4819, -10.3533, 0.6674], [14.6402, -10.6279, -0.0380], [14.6296, -11.5838, -1.0299], [13.5388, -12.3698, -1.3015], [13.4560, -13.3350, -2.4785], [12.4091, -12.2249, -0.4215], [11.4492, -13.1750, -0.3995], [11.1240, -9.8182, 1.5648], [10.6343, -11.5656, 1.6592], [10.2571, -10.6034, 0.2618], [13.4752, -9.5118, 1.3638], [15.5620, -10.0099, 0.0916], [15.5617, -11.7155, -1.5990], [13.4006, -12.7822, -3.4267], [12.5103, -13.8861, -2.4268], [14.3186, -14.0355, -2.5064]],
  "atomic_forces_ev_per_a": [[-0.419, 2.850, 0.357], [0.532, 0.268, -1.550], [-0.009, 0.053, -0.522], [-1.808, 0.379, -0.774], [4.626, -1.562, 0.512], [-1.723, 0.717, -1.388], [-0.265, 0.264, 1.327], [-0.949, -0.524, 1.359], [0.449, -0.115, -0.841], [-0.489, 0.644, -0.651], [-1.486, 1.190, -1.787], [0.522, -0.662, -0.240], [-0.125, -0.113, 2.643], [-0.105, -0.435, 1.537], [0.124, -0.065, -0.124], [-0.175, -0.186, -0.032], [-0.428, 0.290, -0.580], [0.871, -0.388, 0.957], [0.421, -0.604, -0.149], [1.130, 0.021, 0.041], [1.484, 1.051, -0.732], [0.233, -0.377, -0.609], [-1.045, 1.446, -0.430], [1.306, -0.368, 1.125], [-0.805, -0.577, 0.126], [-0.941, -1.812, 0.405], [-0.239, -0.132, 0.199], [-0.081, 0.565, 0.181], [-0.654, -0.101, -0.142], [0.578, 0.815, -0.158], [-0.197, 0.281, 0.147], [-0.433, 0.032, 0.020], [-0.080, -0.177, -0.073], [0.509, -1.676, -0.673], [1.143, 2.141, 0.277], [-1.610, -0.398, 0.387], [-0.099, -0.434, 0.559], [0.438, -0.012, 0.055], [-0.172, 0.062, -0.361], [0.401, -1.257, -0.490], [0.321, 0.191, -0.103], [0.202, 0.204, -0.211], [0.206, -0.195, 0.184], [-0.338, -0.063, 0.007], [0.156, 0.367, 0.713], [0.518, 0.030, 0.178], [-0.252, 0.153, -0.226], [0.779, 0.994, 0.306], [1.337, -0.193, -0.784], [-1.275, -0.570, 0.469], [0.161, -0.002, 0.352], [1.726, 0.661, -0.925], [-2.009, -1.881, -0.151], [-0.244, -0.350, 0.178], [-0.001, 0.219, 0.191], [-0.143, -0.022, -0.276], [-0.213, -0.280, -0.152], [-0.936, -0.641, 0.080], [-0.536, 0.007, 0.025], [0.309, -0.047, 0.237], [0.351, -0.081, 0.074], [-0.549, 0.406, -0.076]],
  "nbo_charge": [1.874, -0.671, 0.425, -0.490, -0.020, 0.057, -0.478, 0.752, -0.676, -0.575, 0.792, -0.577, -0.759, 0.264, 0.241, 0.247, 0.458, 0.523, -0.337, 0.383, -0.275, -0.175, -0.050, -0.807, -0.213, -0.283, 0.233, 0.206, 0.238, 0.229, 0.211, 0.232, -0.276, 0.265, -0.165, -0.159, -0.196, -0.399, -0.203, -0.145, 0.230, 0.225, 0.228, 0.227, -0.620, -0.035, -0.215, -0.213, -0.234, -0.014, -0.645, 0.163, -0.766, 0.219, 0.209, 0.230, 0.213, 0.216, 0.210, 0.229, 0.225, 0.217],
  "charge": 0,
  "e_homo_ev": -7.71,
  "orbital_gap_ev": 6.310
}